The following is a quantum chemistry calculation of a molecular structure, C29H38InN6O7S at a distorted geometry, from the OMol25 dataset.

For the HOMO-LUMO gap, the calculation gives 9.4 eV. The multiplicity is 1. The charge is +1.

Each line ends with the Mulliken charge.
Element x y z (Å)
In -0.559 0.221 -0.337  1.6561
O -2.230 -3.109 1.490  -0.6949
C -1.528 -2.218 1.073  0.2571
O -1.890 -1.012 0.836  -0.6795
C -0.030 -2.510 0.834  -0.3067
C 0.667 -3.638 1.252  -0.6170
C 2.045 -3.649 1.072  -0.7473
C 2.689 -2.575 0.466  -0.7817
C 1.907 -1.520 0.029  0.9557
N 0.607 -1.533 0.230  0.9195
C 2.375 -0.308 -0.763  -0.2567
O 3.427 -0.381 -1.366  -0.7826
O 1.563 0.682 -0.791  -0.4883
H 0.137 -4.458 1.713  0.6137
H 2.622 -4.495 1.410  0.5496
H 3.757 -2.538 0.327  0.7540
O -0.826 1.654 1.444  -0.7308
C -0.311 2.941 1.197  -0.3066
C -0.844 3.387 -0.137  0.7083
C -1.135 4.718 -0.410  -1.0551
C -1.644 5.056 -1.650  -0.2977
C -1.846 4.051 -2.583  -1.0797
C -1.533 2.749 -2.234  -0.0553
N -1.043 2.437 -1.041  -0.0628
H -0.326 1.179 2.135  0.4133
H 0.787 2.932 1.148  0.2168
H -0.627 3.639 1.985  0.4658
H -0.972 5.474 0.340  0.4823
H -1.883 6.083 -1.881  0.4522
H -2.240 4.274 -3.560  0.4781
H -1.697 1.919 -2.912  0.4611
C 3.306 -4.448 -2.169  -1.1059
C 1.867 -4.860 -2.453  0.3424
C 1.463 -4.595 -3.904  -1.3029
C 1.459 -3.118 -4.301  -0.5203
N 0.349 -2.427 -3.669  -0.0211
C 0.216 -1.171 -3.276  0.8099
S -1.326 -0.835 -2.515  -0.5125
N 1.052 -0.174 -3.462  0.7275
C 2.243 -0.005 -4.276  -0.4944
C 2.249 1.428 -4.821  -1.2083
C 2.453 2.522 -3.766  0.5793
C 3.797 2.421 -3.054  -1.1417
H 3.614 -4.796 -1.187  0.3001
H 3.429 -3.367 -2.195  0.1643
H 3.970 -4.892 -2.905  0.4211
H 1.187 -4.349 -1.765  -0.1454
H 1.774 -5.932 -2.269  0.3302
H 0.478 -5.027 -4.094  0.4077
H 2.177 -5.104 -4.554  0.4072
H 1.354 -3.047 -5.389  0.2947
H 2.396 -2.651 -3.997  0.3616
H -0.474 -2.997 -3.508  0.3586
H 0.851 0.665 -2.926  -0.6928
H 2.224 -0.706 -5.109  0.4543
H 3.134 -0.181 -3.665  0.3525
H 1.301 1.605 -5.337  0.3242
H 3.051 1.501 -5.559  0.4398
H 1.652 2.507 -3.017  -0.4637
H 2.393 3.487 -4.278  0.4082
H 3.861 1.513 -2.462  0.1547
H 3.930 3.263 -2.379  0.3890
H 4.612 2.427 -3.775  0.3495
O 4.535 4.084 5.719  -0.5482
C 5.352 2.992 5.473  -0.4113
N 4.565 1.796 5.200  -0.1317
C 3.733 1.813 4.141  0.2964
O 3.735 2.721 3.326  -0.7206
C 2.771 0.677 4.016  -0.2820
C 2.603 -0.373 4.912  -0.2076
C 1.584 -1.283 4.683  -1.2948
C 0.730 -1.080 3.610  -0.5623
N 0.888 -0.086 2.742  -0.0070
C 1.906 0.739 2.929  0.2473
H 4.060 4.289 4.900  0.3614
H 5.956 2.822 6.366  0.3760
H 6.008 3.161 4.607  0.2782
H 4.399 1.158 5.957  0.2306
H 3.244 -0.504 5.770  0.3773
H 1.434 -2.118 5.349  0.4834
H -0.116 -1.729 3.433  0.6341
H 2.071 1.513 2.191  0.6720

The following is a quantum chemistry calculation of a molecular structure, C21H23Br2N2O5SiTc, from the OMol25 dataset.

For the HOMO-LUMO gap (spin up / spin down), the calculation gives 7.2 / 6.9 eV. The multiplicity is 2. The charge is +1.

Each line ends with the Löwdin spin population.
Element x y z (Å)
Tc 0.220 0.338 -0.720  0.8979
O -2.917 2.519 -0.434  0.0002
C -2.210 1.754 0.132  0.0021
O -2.002 0.451 -0.312  0.0181
C -1.493 2.001 1.451  0.0002
C -0.985 0.722 2.113  0.0010
C -0.538 0.999 3.548  -0.0002
C 0.833 1.684 3.340  0.0002
C 0.875 1.808 1.828  0.0014
O 0.290 0.523 1.413  0.0001
C -0.174 2.827 1.320  0.0006
C 0.235 3.241 -0.092  0.0057
O 0.855 4.260 -0.298  0.0118
O -0.038 2.338 -0.991  0.0444
H -2.207 2.535 2.077  0.0000
H -1.606 -0.158 1.984  0.0002
H -0.446 0.077 4.117  0.0000
H -1.257 1.639 4.056  0.0000
H 1.647 1.050 3.687  0.0000
H 0.917 2.652 3.829  0.0000
H 1.864 1.916 1.389  -0.0001
H -0.187 3.714 1.950  0.0000
Br 6.924 0.632 -1.151  -0.0008
C 5.054 0.565 -1.114  -0.0029
C 4.305 1.719 -1.288  0.0008
C 2.928 1.627 -1.230  -0.0016
N 2.297 0.462 -1.016  0.0040
C 3.024 -0.665 -0.887  -0.0006
C 4.409 -0.647 -0.918  0.0003
C 2.227 -1.906 -0.763  -0.0014
C 2.805 -3.166 -0.734  -0.0001
C 1.983 -4.281 -0.715  -0.0024
Br 2.730 -5.995 -0.674  -0.0005
C 0.606 -4.114 -0.740  0.0009
C 0.109 -2.827 -0.751  0.0050
N 0.886 -1.737 -0.747  0.0130
H 4.772 2.677 -1.459  0.0001
H 2.295 2.500 -1.345  -0.0004
H 4.984 -1.551 -0.796  0.0001
H 3.877 -3.287 -0.738  0.0001
H -0.068 -4.958 -0.748  0.0001
H -0.956 -2.653 -0.762  0.0019
C -2.548 -0.885 -2.787  -0.0003
Si -3.226 -0.519 -1.086  0.0012
C -4.845 0.376 -1.086  -0.0001
C -3.332 -2.023 0.029  0.0003
H -2.704 -1.924 -3.080  0.0000
H -1.473 -0.682 -2.851  -0.0005
H -3.032 -0.252 -3.532  0.0000
H -5.626 -0.335 -1.368  0.0000
H -4.864 1.213 -1.781  0.0000
H -5.094 0.757 -0.094  0.0000
H -3.485 -2.945 -0.535  0.0000
H -4.189 -1.914 0.698  0.0000
H -2.451 -2.153 0.660  0.0002

The following is a quantum chemistry calculation of 2 unconnected molecules or ions with the total composition C2H4O2S3 at a distorted geometry, from the OMol25 dataset.

For the HOMO-LUMO gap (spin up / spin down), the calculation gives 6.8 / 5.6 eV. The multiplicity is 1.

Each line ends with the natural charge from an NBO analysis.
Element x y z (Å)
C -0.436 0.089 0.042  0.2056
C -1.735 -0.151 -0.070  -0.4592
O 0.148 1.241 -0.272  -0.6536
O 2.725 0.430 0.322  -0.8720
S -2.273 -1.788 0.130  0.0307
S -2.788 1.235 -0.188  -0.0074
S 2.925 -1.156 -0.001  0.3746
H 0.125 -0.796 0.343  0.1697
H 3.534 1.039 0.616  0.5196
H -3.379 -1.489 -0.635  0.1620
H 1.153 1.345 -0.289  0.5299

The following is a quantum chemistry calculation of a molecular structure, C18H21AuBrN4O4 at a distorted geometry, from the OMol25 dataset.

For the HOMO-LUMO gap (spin up / spin down), the calculation gives 5.5 / 5.5 eV. The multiplicity is 1. The charge is +1.

Each line ends with the natural charge from an NBO analysis.
Element x y z (Å)
Au -0.147 0.035 -0.420  1.4974
O -2.363 1.650 2.808  -0.5252
C -1.887 1.267 1.768  0.7496
O -1.046 0.341 1.597  -0.6560
C -2.339 1.965 0.456  0.1050
C -3.380 2.877 0.370  -0.1882
C -3.707 3.381 -0.883  -0.1206
C -2.995 2.963 -2.001  -0.1845
C -1.956 2.063 -1.817  0.0947
N -1.666 1.604 -0.615  -0.3968
C -1.069 1.481 -2.943  0.7475
O -1.278 1.828 -4.079  -0.5326
O -0.194 0.660 -2.529  -0.7137
H -3.907 3.154 1.268  0.2698
H -4.524 4.080 -0.992  0.2471
H -3.221 3.300 -3.000  0.2697
Br 5.515 -1.787 0.526  0.1164
C 4.388 -0.384 -0.049  -0.1075
C 4.909 0.834 -0.468  -0.1693
C 4.026 1.815 -0.880  -0.2226
C 2.665 1.556 -0.854  0.0613
N 2.188 0.390 -0.445  -0.5481
C 3.010 -0.566 -0.056  0.0080
H 5.976 0.999 -0.471  0.2486
H 4.388 2.772 -1.217  0.2432
H 1.945 2.294 -1.168  0.2087
H 2.566 -1.498 0.256  0.2150
C -3.374 -4.524 -0.531  -0.6184
C -1.869 -4.703 -0.730  -0.2109
N -1.148 -3.441 -0.687  -0.3731
C -1.131 -2.694 -1.932  -0.2116
C 0.165 -2.900 -2.706  -0.6231
C -0.530 -2.997 0.402  0.5419
C -0.639 -3.775 1.685  -0.6825
N 0.232 -1.927 0.382  -0.8573
H -3.861 -5.493 -0.582  0.2345
H -3.801 -3.891 -1.304  0.2144
H -3.592 -4.085 0.438  0.2099
H -1.686 -5.149 -1.710  0.2177
H -1.474 -5.380 0.024  0.2159
H -1.254 -1.627 -1.710  0.1849
H -1.984 -3.008 -2.536  0.2231
H 1.023 -2.617 -2.101  0.2141
H 0.149 -2.271 -3.590  0.2406
H 0.271 -3.935 -3.021  0.2185
H -0.088 -4.715 1.627  0.2537
H -1.677 -3.996 1.927  0.2517
H -0.224 -3.188 2.502  0.2421
H 0.620 -1.731 1.296  0.3965

The following is a quantum chemistry calculation of a molecular structure, C5H8N2 at a distorted geometry, from the OMol25 dataset.

For the HOMO-LUMO gap (spin up / spin down), the calculation gives 8.6 / 8.6 eV. The multiplicity is 1.

Each line ends with the natural charge from an NBO analysis.
Element x y z (Å)
C -0.327 -1.242 0.420  -0.1510
C 0.922 -2.025 0.919  -0.1150
C 0.174 0.074 -0.198  -0.1910
C -0.294 2.325 -1.473  -0.6499
C -0.531 0.872 -1.032  -0.1479
N -0.840 -1.207 1.753  -0.3508
N 0.353 -1.762 2.102  -0.2492
H -1.007 -1.682 -0.445  0.2223
H 0.601 -2.122 3.011  0.4015
H 0.926 0.430 0.459  0.1810
H 1.923 -2.092 0.610  0.2047
H 0.712 2.377 -1.812  0.2215
H -0.443 2.987 -0.602  0.2217
H -0.878 2.741 -2.232  0.2198
H -1.292 0.324 -1.481  0.1823

The following is a quantum chemistry calculation of a single C10H16FP molecule at a distorted geometry, from the OMol25 dataset.

For the HOMO-LUMO gap (spin up / spin down), the calculation gives 6.5 / 8.4 eV. The multiplicity is 1.

Each line ends with the natural charge from an NBO analysis.
Element x y z (Å)
C 1.447 -0.335 -1.934  -0.2727
C 0.668 -1.391 -1.948  -0.3591
C 1.774 1.449 0.100  -0.2263
C -0.351 -2.110 -1.148  -0.4585
C -0.211 0.683 1.452  -0.3731
C -0.039 -0.771 0.949  -0.4036
C 0.401 1.795 0.540  -0.3207
C -1.018 -1.061 -0.231  -0.1868
C 0.183 3.374 0.841  -0.6008
C -2.305 -1.661 0.443  -0.5694
F 3.106 -2.282 -3.016  -0.6174
P 1.728 -1.293 -3.435  1.0414
H 2.179 0.431 0.250  0.2044
H 2.461 2.226 -0.392  0.2042
H -1.005 -2.507 -1.967  0.2254
H -0.093 -2.871 -0.462  0.2391
H -1.255 1.136 1.535  0.1957
H 0.288 0.823 2.335  0.1963
H 1.014 -0.845 0.865  0.2106
H -0.288 -1.410 1.682  0.2049
H -0.140 1.509 -0.362  0.2278
H -1.349 -0.177 -0.607  0.1994
H -0.890 3.474 1.136  0.2212
H 0.616 3.811 -0.076  0.2243
H 0.830 3.598 1.672  0.2068
H -2.987 -1.876 -0.243  0.1986
H -2.795 -1.037 1.064  0.2057
H -1.971 -2.683 0.957  0.1824

The following is a quantum chemistry calculation of 2 unconnected molecules or ions with the total composition C3H8NOPS2 at a distorted geometry, from the OMol25 dataset.

For the HOMO-LUMO gap (spin up / spin down), the calculation gives 6.8 / 6.7 eV. The multiplicity is 1.

Each line ends with the natural charge from an NBO analysis.
Element x y z (Å)
C -1.350 1.904 -0.244  -0.2606
C 0.215 2.186 -0.221  -0.0736
C 1.629 -2.815 0.054  -0.7219
N -1.271 0.444 -0.624  -0.9786
O 0.903 0.986 0.072  -0.7997
P -0.060 -0.278 0.222  1.3735
S -1.312 -1.629 2.593  -0.3765
S 0.855 -1.633 -1.099  -0.0686
H -2.065 1.867 0.578  0.2158
H -1.642 2.541 -1.087  0.2107
H 0.521 2.606 -1.145  0.1951
H 0.455 2.951 0.617  0.1945
H 2.519 -2.566 0.450  0.2087
H 1.812 -3.770 -0.452  0.2328
H 0.958 -2.914 0.903  0.2480
H -2.167 0.119 -0.616  0.4005

The following is a quantum chemistry calculation of 2 unconnected molecules or ions with the total composition C3H13N2O at a distorted geometry, from the OMol25 dataset.

For the HOMO-LUMO gap, the calculation gives 9.7 eV. The multiplicity is 1. The charge is +1.

Each line ends with the natural charge from an NBO analysis.
Element x y z (Å)
N 0.755 1.491 0.622  -0.6883
C -0.684 1.221 0.471  -0.2588
C -1.142 0.739 -0.895  -0.2354
N -0.406 -0.446 -1.198  -0.6684
C -0.616 -1.617 -0.302  -0.4629
H 1.315 0.996 -0.106  0.4704
H 1.040 2.469 0.639  0.4473
H 1.077 0.956 1.430  0.4667
H -1.014 0.403 1.140  0.2317
H -1.301 2.059 0.777  0.2453
H -2.219 0.581 -0.978  0.2146
H -0.845 1.467 -1.708  0.2143
H -0.432 -0.828 -2.128  0.3924
H -0.322 -2.403 -1.003  0.2299
H -1.710 -1.646 -0.056  0.1802
H -0.276 -1.532 0.727  0.2130
H 1.925 -1.576 0.097  0.5191
H 2.794 -1.214 1.549  0.5225
O 2.060 -1.121 0.921  -1.0337